Density functional theory data (ωB97M-V with the def2-TZVPD basis set) for a structure of composition C21H51BrN10O7P.

```
! wB97M-V def2-TZVPD RIJCOSX def2/J DEFGRID3
* xyz 1 1
Br 2.0132 4.6357 -3.7202
P -0.4672 1.7431 2.2417
O 4.7569 1.0401 -4.0583
O 3.1840 -3.5990 0.0217
O -1.3668 3.3675 -1.7029
O -0.5308 3.3125 2.6306
O -4.5568 -1.7351 3.2974
O -3.0315 -3.8076 2.4998
O -0.4740 -0.3923 0.3510
N 0.5192 2.0441 -1.7110
N -3.2712 -5.7047 3.6667
N 3.0611 -1.6862 -1.0718
N -4.5374 0.1494 4.4921
N -0.2146 1.5394 0.4513
N 0.8800 3.5320 0.0558
N 5.5426 3.0495 -4.4204
N 0.1453 -2.4416 1.0275
N -1.6543 4.9720 -4.2572
N -2.0645 1.2101 2.4796
C 3.5728 -2.9307 -0.9240
C 0.3881 2.3581 -0.3660
C 1.5455 4.2751 -1.0191
C -3.9755 -5.6604 1.3171
C -0.1615 3.1103 -2.4446
C 7.1522 1.1703 -4.3489
C -0.5782 2.7363 -3.8592
C -1.7952 3.5033 -4.3808
C -4.8176 1.0197 5.6202
C 6.4836 4.1283 -4.6631
C -0.8077 -0.9106 2.6721
C 4.5762 -3.4274 -1.9342
C -0.3713 -1.2179 1.2627
C -5.6608 -1.8293 5.4217
C 0.3590 -3.5290 1.9723
C 0.7117 4.3570 -2.3096
C 3.3156 -0.6781 -2.0828
C -4.8822 -1.1535 4.3216
C -3.6407 -7.0928 3.8850
C -3.3901 -4.9754 2.5277
C 5.7507 1.7194 -4.2704
H -4.9914 -5.9978 1.5244
H 0.0448 -3.2619 2.9744
H 0.0824 1.1390 -1.8520
H -1.1988 0.1019 2.7090
H 4.0383 -0.9944 -2.8228
H -1.5936 -1.6021 2.9799
H 7.5849 1.3710 -5.3293
H 0.2282 2.7650 -4.5789
H 0.1216 5.2564 -2.2571
H -4.0546 -7.5380 2.9878
H -5.3780 0.5024 6.3901
H -1.4177 3.7008 2.5687
H -0.9080 1.6973 -3.8206
H 1.4734 3.3644 0.8613
H -2.8744 -5.1881 4.4351
H 4.1354 -3.4442 -2.9313
H -0.5703 0.6811 0.0509
H -4.0201 0.5178 3.7129
H -5.8553 -2.8572 5.1344
H -4.3822 -7.1484 4.6831
H -2.4014 5.2761 -3.6433
H -3.8772 1.3765 6.0442
H -1.9544 3.1703 -5.3979
H -1.6196 4.2889 -1.8289
H 1.4231 -3.7680 1.9749
H -4.0052 -4.9540 0.4939
H 2.4225 3.6869 -1.2845
H 0.4111 -2.5921 0.0668
H -0.2026 -4.4034 1.6438
H 4.8738 -4.4366 -1.6678
H 5.4613 -2.7905 -1.9355
H 6.4257 4.8502 -3.8467
H 7.7783 1.6133 -3.5738
H -1.9360 5.3683 -5.1451
H 4.5581 3.2302 -4.3216
H -2.1594 0.2398 2.1870
H -5.3950 1.8810 5.2794
H 1.9116 5.2464 -0.7314
H 3.6813 0.2283 -1.5994
H 7.5000 3.7576 -4.7345
H -2.7585 -7.6588 4.1873
H -3.3587 -6.5112 1.0255
H -2.6604 3.1605 -3.8281
H -6.6144 -1.3243 5.5788
H -5.0877 -1.8286 6.3494
H 6.2241 4.6329 -5.5949
H -2.7347 1.7956 1.9837
H 2.3704 -0.4554 -2.5815
H 0.0385 -0.9839 3.3565
H 7.1194 0.0962 -4.1975
H 2.3940 -1.4589 -0.3497
*
```

The value obtained for the LUMO energy is -2.09 eV. For the molecular weight, the calculation gives 666.58 g mol⁻¹. The value obtained for the calculated total energy is -131161.919 eV. The calculation puts the HOMO-LUMO gap at 8.896 eV. As for the HOMO energy: -10.988 eV.

Löwdin analysis output, partial charges in e: Br 0.829; P 0.916; O 0.013; O 0.019; O 0.011; O -0.248; O 0.023; O 0.004; O 0.041; N 0.184; N 0.010; N 0.006; N 0.004; N -0.003; N 0.089; N 0.005; N 0.067; N 0.024; N -0.150; C -0.548; C -0.402; C -0.206; C -0.005; C -0.523; C 0.002; C -0.135; C -0.242; C -0.072; C -0.065; C -0.057; C 0.003; C -0.405; C -0.003; C -0.040; C -0.584; C -0.081; C -0.542; C -0.072; C -0.545; C -0.539; H 0.087; H 0.080; H 0.143; H -0.120; H 0.063; H 0.105; H 0.088; H 0.081; H 0.087; H 0.072; H 0.073; H 0.071; H 0.124; H 0.148; H 0.137; H 0.088; H -0.116; H 0.092; H 0.081; H 0.084; H 0.069; H 0.082; H 0.116; H 0.097; H 0.080; H 0.082; H 0.093; H 0.139; H 0.091; H 0.084; H 0.087; H 0.082; H 0.087; H 0.077; H 0.077; H 0.037; H 0.082; H 0.123; H 0.079; H 0.077; H 0.084; H 0.085; H 0.106; H 0.087; H 0.086; H 0.084; H 0.090; H 0.078; H 0.115; H 0.081; H 0.113

***

Density functional theory data (ωB97M-V with the def2-TZVPD basis set) for a cluster of 8 separate species, C21H52FIN7O16PSi in total.

```
! wB97M-V def2-TZVPD RIJCOSX def2/J DEFGRID3
* xyz 0 1
I -1.5853 -1.8789 1.1582
P -0.2237 -1.5392 -2.2721
Si -1.8636 -0.6785 -0.9372
F -3.6049 -2.5761 -1.7019
O 5.8188 -5.4073 -2.3157
O 0.0972 -0.6691 4.3028
O -5.4339 3.9324 0.0380
O -4.1031 0.9127 2.8761
O -6.6774 5.3215 1.1076
O -1.0444 -0.1204 6.0450
O 3.6110 -2.7090 0.4613
O -0.3212 -3.0122 -2.3266
O 4.9863 -6.7151 -0.8201
O -1.7601 -6.1958 -5.7576
O -1.0137 6.5317 -1.9096
O 0.5487 3.5295 3.4244
O -0.9839 4.9941 -0.4010
O -4.0375 3.0089 3.3539
O -1.8369 -7.0553 -3.7861
O -0.6443 4.7946 4.7059
N -6.2516 4.2041 0.8960
N -1.9434 -6.1232 -4.5563
N -1.5318 5.8790 -1.0259
N -3.5195 1.9133 3.2431
N 0.3678 4.1812 4.4344
N -0.4632 -0.9294 5.3471
N 5.0508 -6.2748 -1.9484
C -4.6838 -0.6108 -0.8927
C 4.2646 -2.0572 -1.7400
C -2.0885 1.7710 3.6326
C 4.1080 -6.8166 -2.9679
C 1.4834 4.1967 5.4218
C 5.3918 -1.0719 -1.4935
C -1.7861 1.1437 -0.6344
C 2.9706 -3.6929 1.2472
C -6.7566 3.1048 1.7566
C -1.4904 1.9226 -1.9037
C -2.9505 6.1823 -0.6833
C -0.4535 -2.3436 5.8158
C -2.3163 -4.8040 -3.9778
C 5.0654 -0.0621 -0.3901
C 3.0215 1.4260 -0.6996
C 2.3508 2.4015 -1.6445
C -0.0388 1.9687 -2.3378
C 0.8757 2.6271 -1.3347
C 4.2034 -3.1752 -0.7400
C -3.5344 -1.1728 -1.6853
C 4.5236 1.2814 -0.8738
H 2.9029 3.3286 -1.5789
H 4.3227 -0.5200 0.2442
H 3.6233 -4.0027 -1.1347
H 6.2815 -1.6228 -1.2272
H 2.4526 2.0224 -2.6549
H -7.8326 3.0568 1.6181
H 0.3319 0.9974 -2.6593
H -1.5125 2.4612 3.0219
H -2.3722 -4.0929 -4.7925
H 1.6706 3.1664 5.7064
H -0.0092 2.5859 -3.2252
H 1.0010 -1.0677 -1.7914
H -6.5105 3.3726 2.7765
H -3.2439 5.5218 0.1234
H -1.4884 -2.6590 5.8984
H 0.6336 3.6672 -1.3749
H -1.0896 1.3533 0.1619
H 2.3511 4.6075 4.9163
H 0.0943 -2.9327 5.0919
H -2.0148 2.0391 4.6818
H 0.6873 2.3145 -0.3180
H -3.5428 6.0211 -1.5794
H 2.7928 1.7472 0.3067
H 4.7375 1.4047 -1.9264
H -1.5536 -4.5177 -3.2590
H 3.4061 -4.6702 1.0879
H 1.1788 4.8031 6.2646
H 4.3724 -2.4960 -2.7234
H 0.0195 -2.3542 6.7921
H 5.6124 -0.5464 -2.4140
H 3.5204 -5.9810 -3.3344
H -2.7686 1.4126 -0.2648
H -4.4400 -0.4509 0.1468
H 4.7080 -7.2318 -3.7708
H 2.5933 0.4418 -0.8256
H 3.3197 -1.5347 -1.7019
H 3.4899 -7.5665 -2.4918
H -6.2673 2.1827 1.4694
H 5.9464 0.0962 0.2110
H 3.0958 -3.4383 2.2889
H 1.9168 -3.7326 1.0131
H -3.6138 -0.8637 -2.7207
H -3.2745 -4.9255 -3.4831
H -1.8149 2.9415 -1.7667
H -5.0297 0.3129 -1.3280
H -5.4897 -1.3272 -0.9381
H -2.1053 1.5315 -2.7036
H -2.9896 7.2254 -0.3868
H -1.8078 0.7415 3.4596
H 5.2068 -3.5288 -0.5316
H -0.3185 -0.9151 -3.5326
H 5.0230 2.0838 -0.3514
*
```

The value obtained for the LUMO energy is -0.25 eV. For the molecular weight, the calculation gives 863.64 g mol⁻¹. The value obtained for the calculated total energy is -93777.261 eV. The calculation puts the HOMO-LUMO gap at 9.175 eV. As for the HOMO energy: -9.422 eV.

Löwdin atomic charge list, values in e, 99 entries: I 0.595; P 0.567; Si 0.153; F -0.102; O 0.052; O 0.031; O 0.041; O 0.043; O 0.065; O 0.055; O -0.194; O -0.518; O 0.064; O 0.050; O 0.067; O 0.049; O 0.052; O 0.058; O 0.055; O 0.073; N -0.441; N -0.452; N -0.439; N -0.423; N -0.442; N -0.441; N -0.453; C -0.090; C -0.174; C 0.041; C 0.051; C 0.052; C -0.185; C -0.315; C -0.089; C 0.038; C -0.257; C 0.051; C 0.056; C 0.034; C -0.192; C -0.217; C -0.196; C -0.219; C -0.200; C -0.240; C -0.493; C -0.196; H 0.113; H 0.091; H 0.107; H 0.106; H 0.111; H 0.101; H 0.052; H 0.082; H 0.093; H 0.100; H 0.121; H -0.035; H 0.089; H 0.080; H 0.103; H 0.083; H 0.059; H 0.101; H 0.095; H 0.097; H 0.101; H 0.103; H 0.115; H 0.102; H 0.060; H 0.079; H 0.094; H 0.112; H 0.101; H 0.102; H 0.099; H 0.073; H 0.044; H 0.099; H 0.085; H 0.086; H 0.095; H 0.081; H 0.102; H 0.081; H 0.075; H 0.109; H 0.098; H 0.094; H 0.082; H 0.087; H 0.102; H 0.102; H 0.049; H 0.117; H -0.010